A 2-piece molecular cluster, C7H5BrClNO2 overall, computed with ωB97M-V/def2-TZVPD.

LUMO energy (spin up / spin down)	0.180 / -4.264	eV
spin multiplicity	3
HOMO-LUMO gap (spin up / spin down)	0.3109 / 0.2222	Ha
total energy	-95483.80556	eV
<S²>	2.029
molar mass	250.48	g mol⁻¹
HOMO level (spin up / spin down)	-8.28 / -10.31	eV

```
17
C7H5BrClNO2, DFT ωB97M-V/def2-TZVPD
C -0.24 -0.64 -0.84
C -0.79 -0.82 0.43
C 0.77 0.29 -1.01
C -0.32 -0.10 1.51
C 1.25 1.01 0.06
C 0.72 0.83 1.35
C 1.30 1.54 2.46
N 0.75 1.61 3.80
O -0.13 0.85 4.12
O 1.19 2.49 4.50
Cl 2.67 -0.34 3.36
Br 2.51 2.90 2.21
H -0.61 -1.21 -1.67
H -1.58 -1.54 0.58
H 1.20 0.45 -1.99
H -0.77 -0.25 2.47
H 2.06 1.71 -0.09
```